Here is C34H41BrCrN5S as an isolated structure from OMol25. Energies are from ωB97M-V/def2-TZVPD.

Properties
Multiplicity   4
Highest occupied orbital energy (alpha / beta)   -13.4 / -13.4 eV
Orbital gap (alpha / beta)   7.69 / 7.66 eV
Total charge   +2
LUMO level (alpha / beta)   -5.7 / -5.8 eV
Energy relative to the best compared isomer or geometry (same formula, charge and spin)   0.175 eV
E_tot   -5610.27056 Eh

Each line ends with the natural charge from an NBO analysis.
Element x y z (Å)
Cr: -0.68268 0.34917 -0.89992  1.297
C: 4.35210 -4.56160 -2.05964  -0.601
C: 3.63731 -3.92751 -0.85479  -0.070
C: 4.40427 -4.27376 0.43059  -0.599
C: 2.23038 -4.52249 -0.76653  -0.611
C: 3.60400 -2.41230 -1.02903  0.030
C: 4.80796 -1.71702 -1.24559  -0.181
C: 4.84596 -0.35768 -1.46440  -0.188
C: 3.64464 0.33946 -1.46165  -0.216
S: 3.35419 2.01571 -1.81660  0.523
C: 1.67455 1.76656 -1.58699  0.121
N: 1.33006 0.53717 -1.25169  -0.542
C: 2.43373 -0.30932 -1.20625  0.101
C: 2.42470 -1.68796 -0.98619  -0.206
C: 0.62879 2.73906 -1.82626  -0.173
C: 0.86306 4.04353 -2.25538  -0.147
C: -0.21045 4.86497 -2.54989  -0.189
C: -1.50506 4.38481 -2.40134  -0.178
C: -1.72704 3.08620 -1.95389  -0.189
C: -0.67163 2.23345 -1.66510  -0.276
H: 4.34177 -5.64773 -1.96269  0.224
H: 5.39266 -4.24597 -2.12005  0.216
H: 3.86263 -4.29070 -2.99723  0.212
H: 4.43088 -5.35576 0.56796  0.224
H: 3.92484 -3.83107 1.30582  0.208
H: 5.43279 -3.91614 0.38439  0.217
H: 2.29931 -5.60845 -0.70036  0.234
H: 1.64839 -4.27689 -1.65860  0.196
H: 1.70264 -4.17001 0.12433  0.200
H: 5.74104 -2.26370 -1.24780  0.233
H: 5.78564 0.14929 -1.63835  0.244
H: 1.48437 -2.17696 -0.78619  0.191
H: 1.87811 4.40720 -2.36518  0.231
H: -0.04555 5.87264 -2.90624  0.242
H: -2.34882 5.02245 -2.63039  0.235
H: -2.75221 2.77062 -1.81542  0.190
N: -2.90460 0.20388 -0.95402  -0.847
C: -3.74769 0.83378 0.05562  0.193
C: -4.67283 1.79993 -0.31258  -0.253
C: -5.46323 2.40486 0.65395  -0.178
C: -5.34654 2.02524 1.98224  -0.200
C: -4.44731 1.03102 2.33975  -0.178
C: -3.64224 0.43613 1.38027  -0.269
H: -3.14582 0.60251 -1.85871  0.396
H: -3.16362 -0.77795 -1.00396  0.394
H: -4.80957 2.06131 -1.35642  0.219
H: -6.18277 3.15698 0.35990  0.239
H: -5.97056 2.48935 2.73393  0.238
H: -4.38563 0.70233 3.36898  0.230
H: -2.95113 -0.35110 1.65856  0.209
Br: -0.99131 -2.30352 0.29596  0.182
C: -1.09717 -2.48118 -1.59991  0.150
C: -1.35009 -3.71513 -2.15373  -0.248
C: -1.43891 -3.78354 -3.53916  -0.093
C: -1.26172 -2.62321 -4.27949  -0.220
C: -1.00128 -1.43735 -3.62040  0.081
N: -0.92643 -1.34977 -2.28325  -0.553
H: -1.47104 -4.58495 -1.52454  0.266
H: -1.63939 -4.73169 -4.01920  0.259
H: -1.32527 -2.64025 -5.35793  0.262
H: -0.83748 -0.51180 -4.15811  0.227
C: -1.77090 2.73513 4.94935  -0.622
C: -0.41367 2.70480 4.25263  -0.212
N: -0.32699 1.66795 3.21672  -0.377
C: 0.00520 0.32438 3.69232  -0.221
C: 1.48256 -0.03758 3.53253  -0.624
C: -0.58380 1.91638 1.93369  0.575
C: -1.02275 3.28913 1.53833  -0.679
N: -0.46418 0.98704 1.00743  -0.849
H: -1.75923 3.50340 5.72170  0.242
H: -1.99128 1.78066 5.42871  0.214
H: -2.57507 2.95995 4.24855  0.210
H: 0.36229 2.49144 4.98742  0.219
H: -0.18711 3.67431 3.81576  0.220
H: -0.63342 -0.40758 3.18763  0.188
H: -0.25548 0.28753 4.74804  0.233
H: 1.80619 -0.01159 2.49024  0.203
H: 1.65208 -1.04046 3.92435  0.235
H: 2.11230 0.65146 4.09435  0.231
H: -1.79432 3.66815 2.20543  0.247
H: -1.40613 3.26037 0.52555  0.246
H: -0.17765 3.97952 1.56890  0.254
H: -0.10232 0.13047 1.41908  0.357


Here is C34H41F6N4O as an isolated structure in a non-equilibrium geometry from OMol25. Energies are from ωB97M-V/def2-TZVPD.

Properties
Highest occupied orbital energy   -10.6 eV
Orbital gap   5.80 eV
Total charge   +1
LUMO level   -4.8 eV
E_tot   -2213.37993 Eh

Each line ends with the Löwdin charge.
Element x y z (Å)
C: 4.81497 3.64176 -0.97655  -0.032
N: 4.85903 2.20876 -1.12812  -0.109
C: 6.16121 1.63172 -1.42464  -0.036
C: 6.27295 1.42133 -2.90711  -0.527
F: 7.47128 0.92204 -3.31236  0.139
F: 5.29020 0.55717 -3.33438  0.117
F: 6.05991 2.60698 -3.57214  0.119
C: 3.72914 1.45456 -1.01220  -0.211
C: 3.76997 0.07542 -0.68778  0.008
C: 2.59630 -0.63774 -0.51107  -0.017
C: 1.33134 -0.03545 -0.67024  -0.180
C: 0.08710 -0.84972 -0.50031  -0.001
C: -1.09626 -0.26985 -1.24656  -0.259
C: -1.51471 -0.75510 -2.50074  -0.013
C: -2.66227 -0.25811 -3.09935  0.011
C: -3.44865 0.72459 -2.44362  -0.195
N: -4.62693 1.15701 -2.97782  -0.132
C: -5.07137 0.70697 -4.27541  -0.042
C: -5.62353 1.85911 -2.17497  -0.040
C: -5.47366 3.35847 -2.17052  -0.520
F: -6.68103 4.00093 -2.25757  0.121
F: -4.86313 3.80712 -1.01663  0.091
F: -4.70547 3.80441 -3.21535  0.123
C: -2.97682 1.26727 -1.21996  0.017
C: -1.80802 0.78562 -0.65087  -0.051
C: 1.30326 1.31942 -1.05766  0.011
C: 2.46438 2.05436 -1.21302  0.019
H: 4.29705 3.91968 -0.04474  0.071
H: 5.84279 4.01794 -0.92877  0.103
H: 4.29704 4.12534 -1.82047  0.103
H: 6.92875 2.35339 -1.12763  0.146
H: 6.28886 0.66471 -0.93200  0.132
H: 4.73147 -0.40757 -0.52099  0.115
H: 2.65454 -1.69764 -0.25316  0.128
H: 0.27280 -1.88540 -0.80838  0.136
H: -0.92570 -1.53036 -2.99913  0.133
H: -2.98341 -0.64791 -4.06727  0.108
H: -4.24199 0.73048 -4.99460  0.097
H: -5.47346 -0.31919 -4.24070  0.107
H: -5.86315 1.37656 -4.62799  0.102
H: -6.60494 1.64773 -2.61488  0.145
H: -5.57312 1.52955 -1.13011  0.146
H: -3.51037 2.08397 -0.74446  0.101
H: -1.43645 1.24644 0.26967  0.119
H: 0.35679 1.82276 -1.25322  0.121
H: 2.40096 3.10879 -1.48858  0.121
C: -0.14293 -4.87797 3.22093  -0.014
N: 0.04649 -3.56908 2.64098  -0.013
C: -0.62229 -3.02119 1.47124  -0.228
C: -2.18573 -3.20753 1.44975  -0.529
C: -2.79840 -2.57865 2.69782  -0.025
C: -2.53910 -4.69418 1.34129  -0.050
C: -2.74365 -2.53962 0.20657  -0.048
N: -0.10982 -1.68085 1.44952  0.096
C: 0.94940 -1.44138 2.37100  -0.201
C: 0.74767 -0.20815 3.26745  -0.063
C: 1.41306 1.03882 2.74479  -0.227
C: 2.80912 1.09656 2.67595  -0.034
C: 3.44441 2.27098 2.27215  -0.077
C: 2.68390 3.39053 1.92181  -0.103
C: 1.28807 3.31567 1.93478  -0.076
C: 0.65345 2.15032 2.36384  -0.049
C: 0.95335 -2.71329 3.20051  -0.376
O: 1.63477 -2.92127 4.20166  0.087
H: 0.70942 -5.07936 3.87684  0.101
H: -1.05478 -4.92094 3.83496  0.093
H: -0.19891 -5.64428 2.44173  0.099
H: -0.24759 -3.55740 0.57517  0.160
H: -2.48324 -1.53381 2.81058  0.082
H: -3.89287 -2.59040 2.60163  0.098
H: -2.53877 -3.13135 3.60902  0.085
H: -1.93496 -5.18402 0.56564  0.096
H: -2.42072 -5.23762 2.28357  0.068
H: -3.59409 -4.79930 1.04990  0.096
H: -2.23929 -2.90149 -0.69892  0.095
H: -3.81337 -2.77198 0.10185  0.102
H: -2.66553 -1.45014 0.25222  0.070
H: -0.36321 -0.91452 0.76899  0.071
H: 1.91860 -1.38850 1.84290  0.145
H: -0.33100 -0.04418 3.41211  0.127
H: 1.19225 -0.46679 4.24374  0.136
H: 3.39661 0.21888 2.96107  0.128
H: 4.53567 2.30867 2.24382  0.113
H: 3.17549 4.32386 1.64125  0.100
H: 0.68848 4.16791 1.60959  0.111
H: -0.43757 2.08872 2.42461  0.110